Entry 1:
16
Properties=species:S:1:pos:R:3 method="wB97M-V/def2-TZVPD" gap_ev=8.74 lumo_ev=0.17 homo_energy_ev=-8.572
C 2.0252 0.3271 0.0471
C 0.9722 -0.1613 1.1328
C -0.0590 -1.2350 0.7551
S -0.1580 -1.9981 -0.6394
H 2.5022 1.2480 0.5002
H 1.5440 0.4581 -0.9095
H 2.7277 -0.5855 -0.1918
H 0.3997 0.7304 1.6721
H 1.5405 -0.5589 1.8623
H -0.3923 -1.7148 1.7682
C -1.8018 0.5646 -1.4695
C -1.8542 0.6157 -0.0382
N -1.9558 0.5245 1.1133
H -2.3065 -0.4061 -1.7481
H -0.7878 0.8065 -1.9126
H -2.3960 1.3848 -1.9419


Entry 2:
66
Properties=species:S:1:pos:R:3 method="wB97M-V/def2-TZVPD" gap_ev=9.27 lumo_ev=-0.06 homo_energy_ev=-9.329
C 2.9486 2.6411 -2.8865
O 3.2982 2.7299 -4.2631
H 2.1014 3.3155 -2.7116
H 2.5932 1.6597 -2.5809
H 3.7822 2.9462 -2.2513
H 3.8716 3.4952 -4.3477
C -4.5721 -0.3501 -1.6793
O -4.8073 -0.0243 -0.2920
H -5.1532 0.2641 -2.3673
H -3.5045 -0.1621 -1.8463
H -4.7715 -1.4111 -1.7899
H -4.4359 0.8646 -0.1461
C -2.3875 1.6562 1.5646
O -3.3851 2.1037 0.6443
H -2.5792 0.6097 1.7911
H -1.3841 1.7153 1.1412
H -2.4997 2.2571 2.4687
H -3.1974 2.9773 0.2961
C 1.3416 -3.4314 1.7560
O 0.2426 -2.9295 1.0051
H 2.1862 -2.7415 1.7392
H 0.9295 -3.5529 2.7589
H 1.6676 -4.4078 1.3833
H 0.5720 -2.3851 0.2831
C 0.0551 1.3401 -4.3943
O -1.1417 0.7286 -3.9094
H 0.1901 2.3120 -3.9198
H 0.8973 0.6525 -4.3411
H -0.0297 1.6021 -5.4564
H -1.5786 1.3610 -3.3375
C 0.2757 0.0715 3.9482
O 0.4792 0.5593 5.2540
H -0.7419 0.0975 3.5488
H 0.8882 0.6932 3.2918
H 0.6392 -0.9490 3.7945
H 0.4417 -0.1337 5.9151
C -3.2840 -2.7368 0.9730
O -4.6069 -2.6317 0.5076
H -3.1024 -3.7890 1.2106
H -2.4846 -2.3751 0.3195
H -3.1580 -2.2628 1.9605
H -4.8021 -1.6807 0.3873
C 3.0200 3.0049 1.1892
O 3.1483 1.7139 0.6117
H 1.9822 3.3093 1.3108
H 3.4281 3.0161 2.2041
H 3.5323 3.7317 0.5572
H 4.0349 1.5707 0.2744
C -1.3978 -2.8105 -3.0866
O -0.1784 -2.1202 -3.2633
H -1.1763 -3.8758 -3.1660
H -1.7779 -2.6783 -2.0644
H -2.1684 -2.5060 -3.7961
H -0.2863 -1.2336 -3.6184
C 0.0703 0.3119 -0.7242
O 0.9320 0.0993 0.3832
H -0.9264 -0.1090 -0.5966
H -0.0585 1.3788 -0.9541
H 0.5388 -0.1802 -1.5833
H 1.7366 0.6335 0.2599
C 3.6399 -0.8594 3.4925
O 5.0553 -0.7894 3.3695
H 3.1477 -0.3878 2.6289
H 3.2795 -1.8762 3.5674
H 3.3200 -0.1742 4.2856
H 5.3108 0.1317 3.2965


Entry 3:
16
Properties=species:S:1:pos:R:3 method="wB97M-V/def2-TZVPD" gap_ev=9.19 lumo_ev=-0.10 homo_energy_ev=-9.290
C -1.2672 -2.0457 0.6450
C 0.1954 -0.6267 0.2344
C 0.3380 0.7786 -1.6715
C 0.9112 0.5998 -0.3488
N -0.9206 -1.1491 -0.2978
N -0.4571 -2.0383 1.7035
N 0.5351 -1.2235 1.4130
S -1.3161 2.0055 1.1870
S 0.7083 2.0289 0.8867
I 3.0929 0.3896 -0.3600
H -2.1272 -2.7354 0.5659
H 0.6049 1.7043 -2.1255
H 0.4381 -0.0163 -2.2729
H -0.8110 0.7124 -1.4448
H 1.4940 -1.1945 1.8834
H -1.4186 2.8105 0.0024


Entry 4:
137
Properties=species:S:1:pos:R:3 method="wB97M-V/def2-TZVPD" gap_ev=8.60 total_charge=+1 lumo_ev=-1.70 homo_energy_ev=-10.304
Pb 0.6326 0.1452 -0.3682
Br 3.1118 1.7611 0.3654
O 3.9888 -3.6808 -0.3427
S 3.8924 -2.2383 -0.0842
O 2.6627 -1.4837 -0.2294
O 4.3615 -2.0201 1.4424
C 5.4726 -2.7495 1.9996
C 6.5416 -1.7700 2.5348
C 5.3005 -1.2962 -0.9292
H 5.9377 -3.3628 1.2278
H 5.0968 -3.5045 2.6901
H 6.1883 -1.4478 3.5143
H 6.4669 -0.8647 1.9325
H 7.5678 -2.1331 2.5919
H 4.9123 -1.3011 -1.9477
H 6.2345 -1.8390 -0.7839
H 5.3772 -0.2901 -0.5170
O -0.9733 4.4718 1.6734
S -1.5053 3.1594 1.3068
O -0.6431 2.1859 0.5882
O -2.1286 2.3776 2.6543
C -2.6743 3.1905 3.7343
C -1.5906 3.1467 4.8237
C -3.1268 3.4400 0.4579
H -3.5323 2.6967 4.1905
H -2.9600 4.1782 3.3725
H -2.0139 3.4878 5.7685
H -0.7871 3.7848 4.4560
H -1.2035 2.1424 4.9961
H -2.9840 3.9892 -0.4727
H -3.5697 4.0473 1.2473
H -3.6291 2.5007 0.2264
O -0.7991 -3.5994 -3.0189
S -0.3173 -3.4843 -1.6425
O -0.0940 -2.2465 -0.9333
O -1.2508 -4.5113 -0.7085
C -0.9673 -4.4687 0.6834
C -1.9021 -5.3210 1.4563
C 1.2566 -4.4723 -1.4596
H -1.0576 -3.4931 1.1612
H 0.0160 -4.8617 0.9415
H -1.6157 -6.3717 1.5006
H -2.9269 -5.3120 1.0851
H -2.0076 -5.0027 2.4935
H 1.5377 -4.4208 -0.4077
H 2.0196 -3.9315 -2.0194
H 1.0937 -5.4978 -1.7912
O 1.7588 -3.2106 2.2679
S 1.1392 -2.0566 2.8393
O 0.6579 -0.9585 1.9725
O -0.1291 -2.6096 3.7903
C 0.1455 -3.6053 4.7501
C -1.1204 -4.0925 5.4303
C 2.3094 -1.2157 4.0067
H 0.8505 -3.2273 5.4905
H 0.6124 -4.4288 4.2099
H -1.5933 -3.1815 5.7969
H -1.0299 -4.7645 6.2838
H -1.8019 -4.5893 4.7398
H 2.7266 -1.9892 4.6515
H 1.6011 -0.5850 4.5439
H 3.0489 -0.6533 3.4367
O -1.5913 0.3385 -1.9486
S -2.5186 0.5228 -3.0615
O -3.6216 1.4598 -2.9692
O -1.5756 0.7897 -4.4570
C -2.1826 1.2243 -5.6322
C -1.8545 0.3115 -6.8791
C -3.1745 -1.1273 -3.5057
H -1.8755 2.2566 -5.7999
H -3.2719 1.2625 -5.6490
H -2.4152 0.7570 -7.7009
H -2.3804 -0.6281 -6.7098
H -0.8236 0.2712 -7.2311
H -2.3802 -1.6536 -4.0350
H -3.9946 -1.0104 -4.2142
H -3.3970 -1.7320 -2.6265
O 2.4485 6.6871 4.4054
S 3.3094 5.9662 3.4836
O 4.6374 6.4998 3.1898
O 3.4325 4.3937 3.9082
C 2.4227 3.9091 4.7737
C 2.3987 2.3654 4.8795
C 2.4318 5.6164 1.9124
H 1.4041 4.2357 4.5645
H 2.6290 4.3340 5.7560
H 2.0217 2.0091 3.9208
H 1.6840 2.0909 5.6554
H 3.3497 1.9196 5.1707
H 2.2824 6.6274 1.5335
H 1.5325 5.0280 2.0946
H 3.1085 4.9990 1.3216
O 0.7023 2.0736 -2.1289
S 0.4422 3.3769 -2.7149
O 0.9524 3.7357 -4.0645
O -1.1927 3.5794 -2.6927
C -1.7268 4.7395 -3.3087
C -3.1623 4.4288 -3.7442
C 0.9712 4.6391 -1.5511
H -1.1185 4.9948 -4.1764
H -1.5922 5.5447 -2.5865
H -3.7865 5.2545 -4.0857
H -3.6884 4.0442 -2.8704
H -3.0547 3.6500 -4.4991
H 2.0598 4.6486 -1.4974
H 0.5631 4.4360 -0.5610
H 0.5972 5.5820 -1.9502
O 1.2206 -0.4927 -2.7578
S 1.8733 -0.8383 -4.0592
O 3.0824 -1.6775 -4.0027
O 0.7832 -1.5478 -5.0712
C 1.1534 -2.5394 -5.9542
C 1.3607 -3.8732 -5.2002
C 2.2304 0.7922 -5.0064
H 2.1325 -2.4216 -6.4185
H 0.3939 -2.6127 -6.7326
H 1.9888 -4.5419 -5.7888
H 0.3987 -4.3755 -5.0988
H 1.6927 -3.8121 -4.1638
H 1.3712 1.4629 -5.0137
H 2.7498 0.5558 -5.9351
H 2.9990 1.2879 -4.4134
O -1.8567 -0.4875 0.7847
S -3.2053 -0.6510 1.3103
O -4.1965 0.3708 1.2733
O -3.9484 -2.0502 0.7685
C -5.3179 -2.3410 1.0577
C -6.0878 -1.9384 -0.1564
C -3.1418 -1.0998 3.1096
H -5.6893 -1.7485 1.8938
H -5.4735 -3.3773 1.3576
H -5.7829 -2.4862 -1.0481
H -5.8972 -0.9017 -0.4339
H -7.1694 -2.0418 -0.0694
H -2.8510 -0.2120 3.6711
H -2.3558 -1.8492 3.2030
H -4.0441 -1.5649 3.5067


Entry 5:
12
Properties=species:S:1:pos:R:3 method="wB97M-V/def2-TZVPD" gap_ev=10.28 lumo_ev=0.92 homo_energy_ev=-9.358
H -0.5576 1.8116 0.2171
N 0.2998 1.3864 -0.0312
C 0.4660 0.1964 -0.0405
C 1.7577 -0.4703 0.0950
N -0.5834 -0.7509 -0.2136
N -1.8848 -0.2696 0.0477
H 1.6956 -1.5782 -0.1939
H 2.5034 0.1262 -0.5868
H 2.2138 -0.3567 0.8716
H -0.3596 -1.8265 0.2490
H -1.8832 0.1138 0.9835
H -1.7752 0.7921 -0.4874


Entry 6:
72
Properties=species:S:1:pos:R:3 method="wB97M-V/def2-TZVPD" gap_ev="6.59 / 5.25" total_charge=-1 lumo_ev="1.63 / 0.93" homo_energy_ev="-4.960 / -4.312"
Mo 0.9801 -0.7816 0.7891
C 4.1797 -3.3016 0.2643
C 3.0481 -3.3658 1.2781
C 3.2684 -4.4259 2.3370
O 2.9909 -2.0565 1.8760
C 1.7581 -3.6498 0.4718
O 1.3383 -4.7624 0.2640
O 1.2592 -2.5562 -0.0651
H 5.1220 -3.1045 0.7780
H 3.9941 -2.4962 -0.4464
H 4.2495 -4.2441 -0.2794
H 4.2599 -4.3147 2.7796
H 3.1742 -5.4143 1.8916
H 2.5167 -4.3408 3.1242
H 2.5632 -2.0980 2.7448
F -0.6776 -2.7154 6.0657
C -0.4428 -3.0887 4.8098
F 0.5682 -3.9706 4.8160
F -1.5147 -3.6977 4.3196
S 0.0350 -1.6420 3.7902
O 0.2244 -2.2903 2.4518
O 1.2929 -1.2169 4.3497
N -1.2609 -0.8752 3.9909
S -2.1886 0.3224 3.5243
O -1.8792 0.9340 2.2812
O -3.5330 -0.1040 3.7778
C -1.9391 1.5993 4.8679
F -1.5900 1.0021 6.0105
F -1.0383 2.5210 4.5697
F -3.1145 2.2076 5.0646
C 0.9994 0.1936 -0.7330
Ge 0.1172 1.4342 -1.9237
C 1.3347 2.0194 -3.3284
C 0.9751 2.0167 -4.6748
C 1.9019 2.3281 -5.6634
C 3.2082 2.6391 -5.3190
C 3.5817 2.6545 -3.9817
C 2.6517 2.3478 -2.9994
C -1.3446 0.4730 -2.7756
C -2.3161 1.1099 -3.5509
C -3.2995 0.3826 -4.2089
C -3.3251 -1.0006 -4.1020
C -2.3673 -1.6494 -3.3360
C -1.3842 -0.9191 -2.6805
C -0.4865 2.8817 -0.7858
C 0.3825 3.3820 0.1841
C -0.0284 4.3749 1.0620
C -1.3205 4.8730 0.9894
C -2.2041 4.3693 0.0459
C -1.7889 3.3793 -0.8346
H -0.0370 1.7577 -4.9637
H 1.6025 2.3203 -6.7045
H 3.9362 2.8610 -6.0898
H 4.6002 2.8980 -3.7050
H 2.9603 2.3522 -1.9595
H -2.3130 2.1907 -3.6472
H -4.0415 0.8955 -4.8086
H -4.0888 -1.5707 -4.6168
H -2.3815 -2.7290 -3.2445
H -0.6518 -1.4401 -2.0722
H 1.3820 2.9719 0.2787
H 0.6511 4.7356 1.8237
H -1.6476 5.6344 1.6868
H -3.2227 4.7348 0.0061
H -2.4975 2.9768 -1.5475
O 0.8638 0.5881 1.9882
O 0.8914 1.5490 2.7892
Cl -4.0549 -0.0193 -0.3221
C -3.8964 -1.7146 0.1758
Cl -2.2930 -2.1297 0.7563
H -4.1025 -2.3305 -0.6924
H -4.5907 -1.8950 0.9882


Number 1: DFT total energy -648.770079 Ha. Number 2: DFT total energy -1272.917048 Ha. Number 3: DFT total energy -1414.322944 Ha. Number 4: DFT total energy -9453.633860 Ha. Number 5: DFT total energy -244.537525 Ha. Number 6: DFT total energy -6198.024313 Ha.